1.
# C4H8N4

C4H8N4 in the gas phase in a non-equilibrium geometry (ωB97M-V/def2-TZVPD, the Open Molecules 2025 dataset).

Positions of all 16 atoms, in Å:
H (-0.00778, 1.53629, -0.43760)
N (0.91907, 1.61155, -0.69128)
C (1.33688, 0.42171, -1.03569)
N (2.49495, 0.14191, -1.51663)
C (0.42885, -0.77816, -1.06471)
C (-0.53965, -1.24148, -0.25345)
C (-1.21062, -0.87388, 0.91878)
N (-1.32127, 0.42149, 0.94054)
N (-1.68045, 1.07501, 2.17159)
H (2.83710, -0.91762, -1.49905)
H (3.31191, 0.80502, -1.47622)
H (0.44581, -1.19884, -2.06432)
H (-1.00819, -2.21463, -0.53638)
H (-1.50163, -1.45602, 1.89362)
H (-1.91628, 2.06176, 2.07779)
H (-2.58869, 0.60590, 2.57300)

- E_HOMO: -8.5 eV
- SMILES: [H]\N=C(N)/C=C\C=N\N
- ΔE to the lowest compared entry with this formula, charge and spin: 83.02 kcal per mole
- Max |F|: 0.15337 Eh/bohr
- Calculated total energy: -376.11616 hartree
- Frontier orbital gap: 0.3283 Eh


2.
# C4H8N4

A molecular structure, C4H8N4 in a non-equilibrium geometry (ωB97M-V/def2-TZVPD, the Open Molecules 2025 dataset).

Positions of all 16 atoms, in Å:
C (-0.08853, 1.73171, 0.15646)
C (1.45114, -0.16931, 1.00056)
N (0.15691, 1.44436, -1.23653)
C (0.26834, 0.30756, 0.22723)
N (-0.52002, -1.97943, 0.09478)
N (-0.69715, -0.60375, -0.15341)
C (-1.63036, -0.20799, -1.06416)
N (-2.61324, -0.33749, -1.67159)
H (0.77654, 1.01526, -1.91598)
H (-1.27429, -2.30382, 0.69406)
H (-0.56702, -2.48693, -0.78527)
H (-1.12197, 2.00181, 0.37652)
H (0.61518, 2.40063, 0.65508)
H (1.75118, -1.17408, 0.71579)
H (2.27622, 0.52318, 0.83785)
H (1.21706, -0.16170, 2.06860)

- E_HOMO: -8.1 eV
- ΔE to the lowest compared entry with this formula, charge and spin: 121.89 kcal per mole
- Max |F|: 0.04771 Eh/bohr
- Calculated total energy: -376.05421 hartree
- Frontier orbital gap: 0.3254 Eh


3.
# C4H8N4

A molecular structure, C4H8N4 in a non-equilibrium geometry (ωB97M-V/def2-TZVPD, the Open Molecules 2025 dataset).

Positions of all 16 atoms, in Å:
C (0.21968, 0.73840, -1.91017)
C (0.85514, 0.31559, 0.23065)
C (0.29919, 0.47727, 2.39211)
C (0.08168, -0.94695, 2.17488)
H (-1.94462, -0.50845, -3.48543)
H (-0.71900, -1.69229, -2.44266)
H (1.16516, 1.49218, -1.95340)
H (1.16073, 1.51472, 0.05963)
H (-0.72739, 1.20712, 1.89724)
H (0.72191, 0.80733, 3.48365)
H (-0.95734, -1.39015, 1.79032)
H (0.42313, -1.81294, 2.56374)
N (-1.55948, -0.42264, -2.53030)
N (-0.68643, 0.74462, -2.80648)
N (0.64101, -0.39359, -0.92112)
N (1.02664, -0.13021, 1.45734)

- E_HOMO: -9.0 eV
- ΔE to the lowest compared entry with this formula, charge and spin: 203.72 kcal per mole
- Max |F|: 0.16747 Eh/bohr
- Calculated total energy: -375.92382 hartree
- Frontier orbital gap: 0.3492 Eh


4.
# C4H8N4

C4H8N4 in the gas phase in a non-equilibrium geometry (ωB97M-V/def2-TZVPD, the Open Molecules 2025 dataset).

Positions of all 16 atoms, in Å:
C (-0.69844, -1.39963, -0.64953)
C (-0.60247, 0.06495, -0.99747)
C (-1.45161, 0.78495, -2.10053)
C (2.11553, 0.10030, 2.40571)
N (-0.58376, 1.04888, 0.20952)
N (0.18555, 0.72225, 1.07144)
N (0.48249, -0.71884, -1.15323)
N (1.15693, 0.06183, 1.31132)
H (-0.87938, -1.60977, 0.40826)
H (-1.42699, -2.02917, -1.25323)
H (-1.30193, 0.18876, -3.10766)
H (-1.23631, 1.92427, -2.31395)
H (-2.61721, 0.69749, -1.93874)
H (1.51674, 0.55646, 3.31716)
H (2.28842, -0.90961, 2.83926)
H (3.05243, 0.51689, 1.95166)

- E_HOMO (alpha / beta): -8.5 / -8.5 eV
- ΔE to the lowest compared entry with this formula, charge and spin: 172.93 kcal per mole
- Max |F|: 0.05821 Eh/bohr
- Calculated total energy: -375.97288 hartree
- Frontier orbital gap (alpha / beta): 0.2681 / 0.2675 Eh